1.
{"formula": "C34H36BeN4SSb", "method": "wB97M-V/def2-TZVPD", "homo_lumo_gap_ev": 5.1, "energy_ha": -2189.57764, "homo_energy_ev": -2.89, "largest_force_ha_per_bohr": 0.01004, "e_lumo_ev": 2.20, "total_charge": -1, "mol_weight_g_mol": 663.53, "elements": ["Be", "C", "C", "C", "C", "C", "C", "C", "C", "N", "H", "H", "H", "H", "H", "H", "H", "H", "H", "C", "C", "C", "C", "C", "C", "C", "Sb", "C", "C", "C", "C", "C", "C", "C", "C", "C", "C", "C", "C", "C", "C", "H", "H", "H", "H", "H", "H", "H", "H", "H", "H", "H", "H", "H", "H", "H", "H", "H", "H", "H", "H", "H", "C", "C", "N", "C", "C", "N", "H", "H", "H", "H", "H", "H", "S", "C", "N"], "xyz": [[2.177, -0.113, 1.949], [1.105, 2.958, 1.466], [1.613, 2.747, 0.072], [1.407, 3.701, -0.908], [1.902, 3.552, -2.201], [2.644, 2.408, -2.483], [2.885, 1.430, -1.531], [3.758, 0.254, -1.859], [2.364, 1.547, -0.197], [2.540, 0.610, 0.720], [0.549, 3.894, 1.549], [1.929, 2.969, 2.189], [0.458, 2.132, 1.778], [0.831, 4.588, -0.653], [1.729, 4.308, -2.958], [3.069, 2.275, -3.475], [4.244, 0.385, -2.829], [3.196, -0.682, -1.889], [4.522, 0.118, -1.087], [-4.379, 0.904, -1.252], [-3.290, 1.605, -2.020], [-3.678, 2.501, -3.017], [-2.751, 3.203, -3.771], [-1.398, 3.027, -3.524], [-0.999, 2.149, -2.528], [-1.923, 1.415, -1.776], [-0.814, 0.217, -0.344], [-2.347, -0.836, 0.772], [-2.642, -2.178, 0.555], [-3.555, -2.857, 1.352], [-4.177, -2.195, 2.397], [-3.872, -0.863, 2.642], [-2.962, -0.175, 1.846], [-2.636, 1.261, 2.155], [-0.289, -1.483, -1.559], [0.935, -2.033, -1.181], [1.442, -3.170, -1.799], [0.722, -3.768, -2.819], [-0.494, -3.225, -3.210], [-1.017, -2.091, -2.594], [-2.344, -1.555, -3.055], [-5.243, 0.718, -1.894], [-4.722, 1.519, -0.414], [-4.053, -0.043, -0.831], [-4.738, 2.640, -3.206], [-3.086, 3.886, -4.543], [-0.649, 3.573, -4.084], [0.067, 2.053, -2.329], [-2.150, -2.714, -0.251], [-3.770, -3.902, 1.158], [-4.886, -2.713, 3.032], [-4.336, -0.348, 3.475], [-3.267, 1.644, 2.957], [-2.772, 1.905, 1.281], [-1.595, 1.360, 2.474], [1.519, -1.543, -0.406], [2.399, -3.572, -1.489], [1.103, -4.653, -3.315], [-1.058, -3.693, -4.010], [-2.848, -2.275, -3.703], [-2.225, -0.619, -3.605], [-2.997, -1.343, -2.207], [2.535, -2.491, 4.500], [3.615, -1.717, 3.834], [3.496, -0.831, 2.866], [4.763, -0.388, 2.549], [5.664, -1.010, 3.344], [4.922, -1.852, 4.154], [1.812, -2.836, 3.765], [1.993, -1.875, 5.219], [2.957, -3.353, 5.018], [4.875, 0.331, 1.753], [6.735, -0.945, 3.409], [5.273, -2.476, 4.856], [-0.656, -0.408, 5.188], [0.143, -0.457, 3.775], [0.725, -0.503, 2.758]], "atomic_forces_ev_per_a": [[-0.448, -0.246, 0.078], [-0.064, -0.045, 0.013], [0.117, 0.098, 0.024], [0.090, 0.084, 0.040], [0.198, 0.090, 0.055], [0.057, 0.064, 0.002], [-0.001, -0.002, 0.042], [-0.021, -0.069, -0.013], [-0.215, -0.064, -0.073], [0.380, 0.124, -0.069], [0.006, -0.003, -0.007], [0.022, 0.013, -0.022], [-0.004, 0.030, -0.014], [-0.007, -0.006, -0.018], [-0.008, -0.008, -0.002], [-0.019, 0.008, -0.008], [0.000, 0.015, 0.011], [-0.026, -0.029, 0.017], [-0.001, 0.025, -0.001], [-0.028, 0.014, 0.036], [-0.009, 0.006, 0.025], [-0.014, -0.035, 0.010], [0.028, 0.014, -0.020], [-0.026, -0.013, -0.004], [-0.013, -0.125, 0.016], [-0.023, 0.001, -0.110], [-0.056, 0.042, 0.206], [-0.071, -0.010, -0.017], [0.008, -0.048, -0.044], [0.007, -0.011, 0.015], [0.003, 0.006, 0.003], [-0.009, -0.009, -0.004], [0.018, 0.017, -0.010], [-0.011, 0.060, 0.006], [-0.022, -0.053, -0.077], [0.057, 0.009, -0.010], [-0.004, 0.009, -0.014], [0.016, -0.016, 0.008], [-0.012, 0.004, 0.011], [0.009, 0.028, -0.002], [-0.034, 0.009, -0.004], [0.000, 0.012, 0.008], [0.012, -0.005, 0.011], [0.023, -0.019, 0.001], [0.003, 0.002, -0.006], [0.000, 0.005, 0.002], [-0.008, 0.003, -0.005], [-0.175, -0.069, -0.045], [-0.008, 0.017, 0.007], [-0.007, 0.002, 0.003], [0.002, 0.001, -0.001], [0.003, -0.004, 0.002], [0.005, -0.009, 0.002], [0.001, -0.016, -0.013], [-0.025, -0.003, -0.008], [0.009, 0.012, -0.008], [-0.001, -0.005, 0.002], [-0.001, 0.002, -0.004], [0.002, 0.000, 0.001], [0.006, 0.003, -0.003], [0.004, -0.006, 0.002], [0.012, -0.020, -0.016], [0.007, 0.015, 0.005], [0.042, 0.012, -0.018], [0.060, 0.040, -0.018], [0.013, 0.016, -0.028], [0.026, -0.001, 0.005], [-0.086, 0.010, -0.040], [-0.011, 0.003, -0.010], [-0.019, 0.006, -0.003], [-0.013, 0.011, 0.010], [-0.003, -0.013, 0.020], [-0.013, -0.002, 0.003], [0.023, -0.010, 0.012], [0.049, -0.038, -0.125], [-0.192, 0.004, 0.029], [0.394, 0.069, 0.150]], "lowdin_charge": [0.018, -0.088, -0.276, -0.113, -0.179, -0.108, -0.238, -0.072, -0.403, -0.017, 0.069, 0.072, 0.012, 0.099, 0.078, 0.093, 0.063, 0.048, 0.061, -0.062, -0.311, -0.077, -0.102, -0.089, -0.145, -0.314, 1.652, -0.338, -0.127, -0.101, -0.099, -0.064, -0.333, -0.082, -0.315, -0.150, -0.101, -0.102, -0.069, -0.303, -0.050, 0.076, 0.083, 0.042, 0.101, 0.092, 0.095, 0.054, 0.087, 0.093, 0.093, 0.104, 0.077, 0.067, 0.044, 0.057, 0.098, 0.092, 0.100, 0.074, 0.083, 0.055, -0.006, -0.333, 0.075, -0.092, -0.082, 0.092, 0.085, 0.057, 0.078, 0.100, 0.104, 0.151, 0.505, -0.925, 0.085]}


2.
{"formula": "C24H14F12MoN4O3", "method": "wB97M-V/def2-TZVPD", "homo_lumo_gap_ev": [5.6, 5.6], "energy_ha": -2633.68348, "homo_energy_ev": [-14.20, -14.15], "largest_force_ha_per_bohr": 0.00338, "e_lumo_ev": [-8.59, -8.59], "total_charge": 2, "mol_weight_g_mol": 730.32, "elements": ["Mo", "C", "C", "C", "C", "C", "N", "C", "C", "C", "C", "C", "C", "C", "C", "O", "C", "F", "F", "F", "C", "F", "F", "F", "C", "C", "C", "O", "C", "F", "F", "F", "C", "F", "F", "F", "H", "H", "H", "H", "H", "H", "H", "H", "H", "H", "H", "H", "N", "C", "O", "C", "C", "N", "C", "N", "H", "H"], "xyz": [[1.148, -1.186, -0.669], [-5.399, 0.074, -2.832], [-4.008, 0.109, -2.271], [-3.342, 1.318, -2.078], [-2.052, 1.339, -1.594], [-1.388, 0.154, -1.279], [-0.091, 0.236, -0.725], [0.373, 1.277, 0.094], [-0.419, 1.750, 1.145], [0.190, 2.114, 2.328], [1.575, 2.083, 2.365], [3.454, 2.072, 4.211], [2.356, 1.953, 1.232], [1.761, 1.554, 0.043], [2.619, 1.185, -1.204], [2.471, -0.166, -1.561], [2.192, 2.091, -2.398], [2.277, 3.371, -2.036], [0.912, 1.833, -2.712], [2.927, 1.883, -3.472], [4.147, 1.331, -0.938], [4.486, 0.518, 0.087], [4.852, 0.968, -1.986], [4.475, 2.579, -0.596], [-2.027, -1.085, -1.483], [-3.331, -1.067, -1.972], [-1.321, -2.436, -1.304], [-0.301, -2.427, -0.333], [-0.601, -2.780, -2.634], [-0.003, -3.947, -2.637], [0.465, -1.813, -2.698], [-1.299, -2.612, -3.718], [-2.271, -3.600, -0.898], [-3.007, -4.020, -1.924], [-3.072, -3.203, 0.091], [-1.554, -4.633, -0.455], [-6.005, 0.881, -2.424], [-5.892, -0.872, -2.619], [-5.371, 0.201, -3.916], [-3.836, 2.250, -2.320], [-1.537, 2.282, -1.466], [-1.495, 1.645, 1.096], [-0.398, 2.272, 3.224], [3.154, 2.987, 4.718], [4.170, 2.297, 3.425], [3.856, 1.347, 4.912], [3.429, 1.992, 1.326], [-3.849, -1.997, -2.155], [0.213, -2.635, 2.547], [0.937, -1.545, 2.488], [1.460, -1.091, 1.445], [0.995, -0.692, 3.739], [1.737, 0.389, 3.788], [2.231, 1.512, 3.580], [0.010, -0.896, 4.758], [-0.784, -1.058, 5.572], [-0.022, -3.120, 1.683], [-0.195, -2.965, 3.412]], "atomic_forces_ev_per_a": [[0.039, -0.004, 0.109], [-0.001, -0.002, 0.006], [0.003, 0.001, -0.001], [0.002, -0.005, -0.001], [-0.010, 0.005, 0.001], [0.005, -0.005, -0.001], [-0.035, 0.033, -0.016], [0.006, -0.034, -0.014], [-0.015, 0.020, 0.017], [0.006, -0.015, -0.025], [-0.004, 0.020, 0.003], [-0.020, -0.010, -0.010], [0.001, -0.006, -0.004], [-0.007, 0.004, 0.014], [0.005, 0.034, -0.015], [-0.040, -0.046, -0.024], [-0.014, -0.021, -0.007], [0.003, 0.004, 0.004], [-0.003, -0.002, 0.004], [0.006, -0.005, 0.005], [-0.010, -0.026, -0.001], [0.005, -0.018, -0.001], [-0.003, 0.002, -0.013], [0.001, 0.019, -0.002], [0.012, 0.017, 0.010], [-0.003, -0.005, 0.002], [-0.022, -0.011, -0.034], [0.086, 0.057, -0.013], [-0.002, -0.021, 0.003], [-0.009, 0.009, 0.003], [0.038, 0.036, 0.012], [-0.002, 0.006, 0.010], [0.014, 0.012, 0.007], [-0.005, -0.003, -0.013], [-0.005, -0.002, 0.008], [-0.002, -0.003, 0.012], [-0.001, 0.001, -0.001], [-0.001, 0.000, -0.003], [0.000, 0.001, -0.001], [-0.003, -0.001, -0.001], [0.004, -0.002, 0.001], [-0.001, 0.001, -0.004], [0.006, 0.002, 0.005], [0.005, 0.001, 0.000], [0.003, 0.001, 0.003], [0.005, 0.002, 0.000], [-0.007, 0.002, 0.001], [-0.004, 0.001, -0.001], [0.020, 0.011, 0.006], [-0.040, -0.029, -0.047], [-0.007, -0.027, -0.017], [-0.011, -0.046, -0.003], [0.010, -0.014, -0.022], [-0.011, -0.013, 0.024], [0.041, 0.154, 0.069], [-0.024, -0.082, -0.036], [-0.003, 0.001, -0.006], [-0.001, -0.001, 0.001]], "lowdin_charge": [1.880, -0.018, -0.220, 0.011, -0.001, -0.187, -0.099, -0.208, 0.051, 0.023, -0.144, 0.096, 0.065, -0.048, -0.255, -0.235, -0.564, 0.196, 0.174, 0.220, -0.574, 0.148, 0.224, 0.189, -0.052, 0.040, -0.276, -0.279, -0.501, 0.232, 0.011, 0.256, -0.573, 0.194, 0.190, 0.183, 0.093, 0.089, 0.102, 0.134, 0.128, 0.141, 0.148, 0.128, 0.113, 0.121, 0.123, 0.128, 0.286, -0.379, -0.069, -0.035, 0.155, 0.045, -0.139, 0.262, 0.129, 0.150]}


3.
{"formula": "C41H32HfN5O4S2", "method": "wB97M-V/def2-TZVPD", "homo_lumo_gap_ev": 7.7, "energy_ha": -3000.69535, "relative_energy_ev": 1.070, "homo_energy_ev": -10.61, "largest_force_ha_per_bohr": 0.03420, "e_lumo_ev": -2.95, "total_charge": 1, "mol_weight_g_mol": 901.36, "elements": ["Hf", "O", "C", "C", "C", "C", "C", "C", "C", "N", "N", "C", "O", "C", "C", "C", "C", "C", "C", "H", "H", "H", "H", "H", "H", "H", "H", "H", "H", "O", "S", "O", "N", "C", "C", "C", "C", "C", "C", "C", "C", "N", "C", "C", "C", "C", "C", "C", "C", "H", "H", "H", "H", "H", "H", "H", "H", "H", "H", "H", "N", "S", "C", "C", "C", "C", "C", "C", "C", "C", "C", "C", "C", "C", "H", "H", "H", "H", "H", "H", "H", "H", "H", "H", "H"], "xyz": [[-1.106, -0.025, -0.119], [-0.645, -1.235, -1.584], [0.549, -1.781, -1.749], [0.656, -3.142, -2.077], [1.881, -3.730, -2.296], [3.059, -2.980, -2.228], [2.982, -1.638, -1.944], [1.752, -1.018, -1.680], [1.660, 0.410, -1.492], [0.629, 0.913, -0.912], [0.379, 2.274, -1.014], [-0.895, 2.488, -1.220], [-1.775, 1.518, -1.282], [-1.318, 3.884, -1.457], [-0.525, 4.949, -1.032], [-0.920, 6.248, -1.297], [-2.104, 6.492, -1.982], [-2.893, 5.432, -2.406], [-2.502, 4.130, -2.144], [-0.261, -3.714, -2.147], [1.932, -4.784, -2.536], [4.014, -3.447, -2.423], [3.885, -1.039, -1.904], [2.404, 1.074, -1.930], [0.398, 4.738, -0.510], [-0.302, 7.078, -0.979], [-2.407, 7.508, -2.198], [-3.808, 5.628, -2.948], [-3.096, 3.291, -2.486], [-3.138, 0.042, 0.531], [-3.020, -1.169, 1.394], [-2.491, -0.875, 2.710], [-2.071, -2.041, 0.511], [-1.170, -2.995, 0.998], [-1.462, -4.329, 1.138], [-0.457, -5.254, 1.472], [0.827, -4.848, 1.697], [1.155, -3.476, 1.625], [2.437, -2.966, 1.912], [2.658, -1.617, 1.857], [1.610, -0.771, 1.479], [0.404, -1.207, 1.169], [0.155, -2.545, 1.265], [-4.665, -1.788, 1.521], [-5.288, -2.155, 0.335], [-6.618, -2.537, 0.376], [-7.298, -2.539, 1.588], [-6.657, -2.177, 2.765], [-5.324, -1.797, 2.738], [-2.476, -4.668, 0.964], [-0.711, -6.303, 1.542], [1.603, -5.562, 1.944], [3.229, -3.653, 2.187], [3.625, -1.193, 2.085], [1.760, 0.300, 1.433], [-4.727, -2.122, -0.591], [-7.123, -2.822, -0.536], [-8.342, -2.824, 1.611], [-7.192, -2.183, 3.704], [-4.794, -1.508, 3.636], [-0.841, 1.276, 1.614], [-0.733, 2.848, 1.927], [-0.254, 2.969, 3.659], [-0.862, 2.189, 4.629], [-0.548, 2.410, 5.960], [0.361, 3.401, 6.309], [0.987, 4.155, 5.327], [0.679, 3.940, 3.991], [-2.394, 3.579, 2.111], [-2.614, 4.600, 3.029], [-3.860, 5.203, 3.093], [-4.875, 4.799, 2.237], [-4.646, 3.782, 1.325], [-3.402, 3.174, 1.251], [-1.361, 0.798, 2.352], [-1.581, 1.424, 4.359], [-1.030, 1.819, 6.728], [0.574, 3.592, 7.352], [1.702, 4.919, 5.600], [1.145, 4.533, 3.213], [-1.832, 4.934, 3.695], [-4.037, 5.992, 3.812], [-5.842, 5.282, 2.281], [-5.435, 3.462, 0.656], [-3.231, 2.392, 0.531]], "atomic_forces_ev_per_a": [[-0.973, -0.490, 0.028], [0.871, -0.998, -0.826], [0.706, -0.240, -0.717], [-0.209, 0.054, 0.047], [0.050, 0.062, 0.041], [0.023, -0.055, -0.034], [0.028, 0.063, 0.060], [-0.313, -0.175, 0.005], [-0.156, 0.159, -0.036], [0.949, 0.526, -0.667], [0.225, 0.657, -0.267], [0.859, 0.107, -0.413], [-0.200, 0.784, -0.144], [-0.173, 0.052, 0.010], [-0.015, -0.092, -0.022], [-0.001, 0.053, 0.021], [-0.012, -0.031, -0.023], [-0.008, 0.093, -0.011], [-0.003, -0.132, 0.057], [0.006, 0.004, -0.014], [-0.019, -0.002, -0.002], [0.007, 0.015, 0.021], [-0.010, 0.022, -0.033], [-0.003, 0.052, 0.058], [0.018, 0.035, -0.011], [0.001, -0.013, 0.023], [0.004, 0.007, 0.024], [-0.002, -0.038, -0.007], [-0.031, 0.018, 0.039], [-0.870, -0.095, 0.075], [-0.966, -0.704, 1.289], [-0.458, -0.202, 0.093], [-0.354, 0.557, 0.046], [0.245, -0.455, 0.278], [-0.100, 0.304, -0.136], [0.176, -0.126, 0.084], [-0.073, -0.068, 0.012], [-0.175, 0.251, -0.035], [0.022, 0.075, -0.024], [0.066, -0.124, 0.068], [-0.100, 0.027, 0.128], [0.432, -0.314, 0.093], [-0.089, -0.389, 0.109], [0.288, 0.006, -0.144], [0.022, -0.011, 0.020], [0.069, 0.019, -0.046], [-0.030, -0.025, 0.029], [0.005, -0.005, -0.023], [0.134, 0.020, 0.112], [0.007, 0.011, -0.064], [-0.011, 0.008, 0.013], [-0.009, -0.002, 0.022], [0.022, 0.018, -0.008], [-0.004, 0.002, 0.017], [-0.027, 0.011, -0.058], [-0.091, -0.048, -0.047], [-0.018, -0.005, 0.011], [0.003, -0.012, 0.017], [-0.017, -0.019, -0.007], [-0.044, 0.015, -0.002], [-0.022, 0.836, 0.664], [-0.093, 0.184, 0.721], [0.139, 0.103, -0.371], [-0.061, -0.102, -0.009], [-0.042, -0.055, -0.031], [0.032, 0.070, -0.029], [-0.020, -0.005, 0.087], [-0.004, -0.010, -0.130], [0.105, -0.136, -0.065], [0.080, 0.049, 0.049], [0.014, 0.004, -0.069], [-0.034, 0.000, 0.019], [-0.016, 0.031, -0.027], [0.063, -0.041, -0.007], [0.059, 0.031, 0.099], [-0.036, 0.034, 0.033], [0.013, -0.008, 0.002], [0.045, -0.041, -0.004], [0.002, -0.001, -0.005], [0.007, 0.003, 0.013], [0.023, -0.022, 0.028], [0.025, 0.008, -0.004], [-0.007, -0.028, 0.017], [0.016, -0.005, -0.008], [0.036, -0.113, -0.097]], "lowdin_charge": [1.569, -0.180, -0.319, -0.003, -0.058, -0.080, -0.036, -0.154, -0.026, -0.131, 0.088, -0.471, -0.160, -0.172, -0.039, -0.068, -0.072, -0.066, -0.020, 0.125, 0.112, 0.106, 0.119, 0.148, 0.103, 0.106, 0.107, 0.108, 0.121, -0.398, 0.628, -0.291, -0.193, -0.257, 0.014, -0.049, -0.017, -0.138, 0.028, -0.018, -0.108, 0.017, -0.151, -0.280, -0.054, -0.055, -0.056, -0.056, -0.046, 0.124, 0.114, 0.121, 0.129, 0.116, 0.113, 0.121, 0.114, 0.113, 0.113, 0.116, -0.389, 1.120, -0.407, -0.063, -0.052, -0.059, -0.061, -0.090, -0.335, -0.068, -0.060, -0.064, -0.052, -0.073, -0.008, 0.114, 0.114, 0.113, 0.113, 0.114, 0.107, 0.112, 0.111, 0.115, 0.076]}